# 1
Molecular formula: C38H44NO7Sn
Method: DFT, wB97M-V/def2-TZVPD

Summary:
LUMO level (alpha / beta) in hartree: 0.0491 / 0.0684
Orbital gap (alpha / beta) in eV: 3.95 / 4.75
DFT total energy in eV: -61769.813

The geometry in ORCA input format:
```
! wB97M-V def2-TZVPD RIJCOSX def2/J DEFGRID3
* xyz -1 1
C 2.673 -1.287 -8.312
H -2.891 -0.889 -2.423
H -0.423 -1.950 5.314
Sn -1.177 1.594 -0.594
H 1.455 3.221 -4.634
H -2.226 3.259 7.422
C -0.337 -1.089 -4.514
H 1.271 -3.404 6.439
H -3.910 -0.203 1.147
C 1.860 -2.319 1.881
C -1.764 -2.146 2.836
O -2.123 2.260 1.407
H 3.930 0.873 8.163
H 1.928 2.293 4.998
H 1.217 -2.881 -0.195
C -1.792 -0.771 -2.419
C -2.217 3.415 3.998
H -2.196 1.537 -5.027
C -0.437 0.847 -6.043
H 4.739 -0.622 7.677
C -1.219 1.875 6.112
H 2.586 -1.155 -9.391
H 2.508 0.946 1.489
H -3.031 4.707 5.533
H -3.177 -2.423 -0.190
H -2.821 -0.336 3.635
O 1.377 -0.970 -7.804
H -1.195 4.081 -2.894
H -1.515 4.522 -4.554
C 1.449 -2.336 6.328
C -1.283 1.825 2.283
C 0.520 -1.535 5.667
H -0.583 -2.156 -4.514
O -0.755 -2.750 -6.925
C 0.779 -0.176 5.444
H 1.611 -0.279 -0.771
C -1.994 3.001 6.386
H -1.171 -2.481 3.682
C -0.895 1.549 4.785
H -2.359 -3.209 -8.181
H 3.429 -0.615 -7.891
C -2.805 -2.112 0.785
C -1.465 2.281 3.704
C 1.882 0.439 6.093
C 2.293 -1.073 2.421
C 1.765 -0.742 0.203
H 1.282 1.604 -3.998
H 0.059 0.309 3.507
H 3.063 2.210 6.354
H 2.649 -0.906 3.437
H 4.670 0.744 6.556
H -2.351 -0.480 -4.435
C 2.822 -0.377 6.745
H -0.846 1.242 6.927
C -0.116 -0.646 -5.961
C 1.282 -0.985 -6.463
H -2.519 3.302 -3.811
C 2.063 1.921 6.021
C -2.464 3.795 5.325
H -0.760 -3.039 -8.968
O -1.631 -0.917 -7.872
C -0.582 2.582 -4.327
C 2.228 -0.100 1.387
C -1.485 3.666 -3.869
O 2.214 -1.283 -5.734
C -0.951 -1.420 -6.991
C -1.286 -3.411 -8.080
H -1.345 -1.777 -2.413
H -2.610 3.998 3.167
H 0.478 1.423 -6.239
H 3.374 -2.367 7.324
O -0.347 1.030 1.963
H 2.938 -2.322 -8.068
C 4.099 0.193 7.316
H -1.087 0.987 -6.912
O -1.471 -0.294 -1.117
C -1.417 -0.212 -3.896
C -2.615 -1.011 2.798
H 0.604 -0.941 -3.961
C -3.231 -0.963 1.510
C -1.851 -2.808 1.581
C 2.611 -1.753 6.834
C -1.160 1.292 -4.755
C 1.553 -2.121 0.508
C 0.852 2.608 -3.953
H -1.279 -3.683 1.277
H 1.344 2.452 6.659
H 1.031 3.035 -2.955
N -0.013 0.526 4.510
H 1.779 -3.253 2.433
H -1.086 -4.468 -7.916
*
```

Atom charges from the Löwdin analysis, given in e for atoms 1 to 4: atom 1 (C): -0.034, atom 2 (H): 0.103, atom 3 (H): 0.089, atom 4 (Sn): 1.452

# 2
Molecular formula: C38H44OP2Ti
Method: DFT, wB97M-V/def2-TZVPD

Summary:
LUMO level (alpha / beta) in hartree: -0.2794 / -0.2790
Orbital gap (alpha / beta) in eV: 5.09 / 5.10
DFT total energy in eV: -83839.684

The geometry in ORCA input format:
```
! wB97M-V def2-TZVPD RIJCOSX def2/J DEFGRID3
* xyz 2 1
C 2.377 -0.961 1.078
C 0.044 -3.737 -4.693
Ti 2.205 -3.321 -2.600
C -4.514 -1.754 0.751
H 4.243 -0.363 -1.673
H 2.240 -7.123 -2.992
H -6.615 -1.392 1.203
H -1.212 4.977 -4.675
H 1.300 -0.826 0.959
H 3.680 -1.904 -3.223
C -1.387 1.678 -3.840
C -2.274 2.058 -6.061
C -0.288 -5.898 0.711
C 0.339 -3.257 1.343
H 3.632 -6.115 -2.674
H -2.722 1.658 -6.967
H 2.339 -3.960 1.748
C -0.308 -4.676 -3.512
H -1.354 -4.515 -3.189
H -0.134 -4.283 -5.635
H 4.674 -0.196 -4.809
C -1.166 3.065 -3.690
H 0.451 -2.287 1.843
H -1.509 1.026 -0.580
H -2.198 -5.135 0.034
H 1.938 -5.515 -0.997
H -0.019 0.049 -0.452
H 1.705 -6.345 1.416
C -4.610 -3.594 2.850
C 3.476 -0.160 -0.927
C 2.981 1.137 -4.639
C -1.195 -4.884 0.384
C -1.496 -1.169 -2.636
H 2.552 -1.657 1.903
H 3.545 -3.616 -4.955
H -6.676 -2.995 3.123
C -2.001 1.181 -5.005
C -0.497 0.889 -0.978
C 3.651 -0.071 -4.437
H 3.869 0.606 -0.253
C -1.900 -1.997 -1.596
C 1.014 0.335 -3.406
H -0.770 3.454 -2.742
H 2.602 0.275 -1.425
C 1.320 -4.227 1.452
C -5.705 -1.946 1.464
H 3.481 1.949 -5.180
H -2.593 -2.819 -1.838
H -4.637 -4.341 3.656
H 0.270 -3.723 -1.588
H 1.216 2.311 -4.284
C 1.699 1.345 -4.112
C -3.332 -2.459 1.079
C -5.761 -2.861 2.530
P -0.703 0.455 -2.699
P -1.741 -2.022 0.183
C 0.980 -5.561 1.209
H -2.158 4.085 -6.808
C 2.630 -4.032 -4.534
H 1.791 -5.999 -5.075
H 0.114 1.797 -0.845
C 2.585 -6.079 -3.027
C -0.828 -3.539 0.607
H -0.313 -5.723 -3.859
H -2.230 0.111 -5.079
H -1.845 -1.497 -3.628
C 1.462 -3.247 -4.630
O 2.352 -2.348 -0.974
H -4.524 -1.058 -0.092
H -0.677 -2.896 -4.687
C 1.693 -0.874 -3.243
C -3.412 -3.378 2.156
H 3.988 -1.937 0.157
H 3.558 -5.900 -4.928
H 2.816 -0.004 1.378
C 1.795 -5.237 -2.050
C 2.610 -5.550 -4.484
H -0.556 -6.944 0.552
C 3.083 -1.405 -0.172
H -2.534 -3.962 2.444
C 3.040 -1.049 -3.644
H 1.571 -2.302 -5.155
C -1.966 3.417 -5.966
C -1.434 3.917 -4.771
C 0.638 -4.453 -2.354
H 1.073 -1.700 -2.816
*
```

Atom charges from the Löwdin analysis, given in e for atoms 1 to 4: atom 1 (C): -0.056, atom 2 (C): -0.131, atom 3 (Ti): 0.920, atom 4 (C): -0.116

# 3
Molecular formula: C38H45BrN2O10PS
Method: DFT, wB97M-V/def2-TZVPD

Summary:
LUMO level in hartree: -0.1602
Orbital gap in eV: 7.41
DFT total energy in eV: -153744.495

The geometry in ORCA input format:
```
! wB97M-V def2-TZVPD RIJCOSX def2/J DEFGRID3
* xyz 1 1
C 0.395 -8.963 1.927
H -0.976 3.053 7.736
P 1.414 3.069 2.494
C -1.234 -3.254 -0.255
H 4.144 -0.439 -1.002
O -4.760 6.815 -3.813
C 3.343 -0.621 -0.280
H 3.172 8.198 -0.841
H -0.500 -4.697 1.171
C 2.042 6.542 -1.716
C 2.779 7.824 -1.778
C 0.644 -7.616 1.360
H 3.476 9.413 -2.993
H -0.681 2.809 2.055
H -6.414 5.094 -4.841
O -0.164 3.496 2.501
C -0.281 -8.352 -0.790
C 1.493 6.005 -2.982
H -0.566 -8.206 -1.824
C -3.896 3.853 -2.071
O -4.874 1.733 -2.335
H 0.960 5.067 -2.916
C -0.809 -0.597 -2.934
H 1.880 -0.231 2.174
C -1.531 -1.749 -0.219
H -3.173 5.844 -2.010
C 1.241 -3.734 0.262
H -2.188 -3.733 -0.015
C 0.091 -0.270 7.433
S -0.279 2.874 -1.528
C -0.487 2.090 5.914
C 0.985 2.412 -0.786
N 1.967 2.145 -0.064
O 2.539 8.524 -5.245
C 2.392 7.939 -4.199
C -0.032 0.845 5.258
O -0.505 1.034 9.298
Br 2.556 4.694 1.512
H -2.348 0.646 -2.040
H 1.279 -2.249 -4.047
H -2.962 -2.272 -1.717
H 2.195 -2.616 1.806
C 1.959 -2.468 0.747
H -0.249 -2.994 1.620
C 1.653 6.650 -4.134
C -5.749 4.695 -4.086
C -4.854 2.896 -2.678
H 1.258 6.275 -5.070
O -0.659 -1.897 -3.460
H 4.111 -2.477 0.583
C 0.607 -2.475 -3.213
H -0.338 -10.921 1.588
H 2.878 1.077 2.739
H -3.232 3.451 -1.315
H -2.896 -0.534 -3.186
C -0.366 0.978 8.100
N 1.531 1.626 1.226
H -0.024 -0.326 -2.218
H 0.680 -9.109 2.961
H 2.432 -0.285 -0.780
H 4.262 1.109 0.733
H -1.910 -1.528 0.784
C 0.246 -0.328 6.113
C 0.263 -7.386 -0.056
C -0.531 -9.702 -0.223
H 0.452 -6.396 -0.451
H -0.683 2.935 5.265
C -0.643 2.154 7.234
C 2.942 8.474 -2.927
C -4.791 5.653 -3.480
H 4.302 -0.386 1.605
C -0.208 -3.716 0.800
H -0.708 0.112 -3.771
C 2.479 0.608 1.837
H 0.492 -3.559 -3.167
H 1.237 -1.648 0.710
H 1.760 -4.595 0.688
C 3.267 -2.126 -0.008
H 1.038 -2.157 -2.260
H 0.590 1.225 1.166
H -0.969 -3.593 -1.258
O 1.897 5.955 -0.654
O -1.028 -10.581 -0.890
H -6.469 2.703 -4.143
H 3.238 -2.629 -0.976
H 0.577 -1.226 5.607
C -0.149 -9.931 1.194
H -3.455 -0.885 -0.698
C -2.198 -0.387 -2.358
C -2.631 -1.354 -1.232
H -0.610 -1.163 -0.332
C -3.864 5.130 -2.440
H 1.250 -3.838 -0.823
O 1.142 -6.733 2.030
C -5.778 3.417 -3.713
H 0.287 -1.117 8.078
O 0.110 0.787 4.046
C 3.664 0.229 0.964
*
```

Atom charges from the Löwdin analysis, given in e for atoms 1 to 4: atom 1 (C): 0.022, atom 2 (H): 0.130, atom 3 (P): 0.647, atom 4 (C): -0.196